Density functional theory data (ωB97M-V with the def2-TZVPD basis set) for a structure of composition C47H57AsCsF6N8O3SSi2Te in a non-equilibrium geometry.

Structure (XYZ):
```
127
C47H57AsCsF6N8O3SSi2Te, DFT ωB97M-V with the def2-TZVPD basis set
Cs -0.54 1.39 0.35
C 3.05 -0.20 1.30
N 2.05 -1.24 1.18
C 2.05 -1.99 -0.06
C 2.06 -1.17 -1.33
N 1.68 0.07 -1.44
C 1.84 0.37 -2.80
C 1.56 1.54 -3.49
C 1.79 1.55 -4.85
C 2.29 0.42 -5.52
C 2.57 -0.76 -4.84
C 2.34 -0.75 -3.47
N 2.51 -1.71 -2.50
C 2.77 0.64 2.51
N 1.64 1.22 2.75
C 1.81 1.87 3.96
C 0.91 2.65 4.69
C 1.34 3.18 5.89
C 2.64 2.95 6.37
C 3.55 2.18 5.65
C 3.10 1.65 4.45
N 3.70 0.86 3.49
H 3.09 0.46 0.43
H 4.04 -0.66 1.41
H 1.13 -0.93 1.45
H 1.16 -2.62 -0.08
H 2.91 -2.66 -0.08
H 1.15 2.40 -2.97
H 1.58 2.44 -5.43
H 2.44 0.46 -6.59
H 2.93 -1.64 -5.35
H 2.49 -2.71 -2.67
H -0.09 2.82 4.31
H 0.66 3.78 6.48
H 2.94 3.38 7.31
H 4.55 2.01 6.02
H 4.62 0.46 3.51
F -6.57 -1.11 -2.12
C -5.82 -0.09 -2.63
C -5.06 0.65 -1.78
C -4.25 1.66 -2.31
C -3.29 2.30 -1.39
O -3.23 1.91 -0.22
C -2.39 3.26 -1.99
C -2.51 3.51 -3.31
N -3.43 2.93 -4.15
C -3.37 3.22 -5.56
C -3.34 4.65 -5.98
C -4.57 3.82 -6.22
C -4.25 1.93 -3.68
C -5.04 1.13 -4.52
C -5.80 0.10 -4.01
N -6.39 -0.84 -4.90
C -5.54 -1.96 -5.26
C -5.66 -3.11 -4.27
N -7.11 -3.53 -4.22
C -8.05 -2.41 -3.88
C -7.78 -1.21 -4.79
C -1.24 3.86 -1.16
O -1.57 4.52 -0.17
O -0.10 3.52 -1.55
H -5.01 0.43 -0.73
H -1.82 4.18 -3.80
H -2.78 2.52 -6.14
H -2.72 4.92 -6.82
H -3.39 5.40 -5.20
H -4.81 3.51 -7.23
H -5.43 4.01 -5.58
H -5.02 1.26 -5.60
H -4.50 -1.64 -5.28
H -5.80 -2.31 -6.27
H -5.37 -2.81 -3.26
H -5.08 -3.97 -4.58
H -7.22 -4.29 -3.55
H -7.35 -3.91 -5.14
H -7.86 -2.17 -2.83
H -9.07 -2.78 -4.00
H -8.36 -0.36 -4.43
H -8.15 -1.45 -5.79
C -2.73 -5.06 -1.25
Si -1.07 -5.67 -1.93
C -1.49 -7.24 -2.91
C -0.09 -6.23 -0.42
As 0.21 -4.17 -3.11
Si -1.47 -2.95 -4.04
C -0.83 -1.57 -5.16
C -2.75 -2.09 -2.94
C -2.53 -4.03 -5.23
H -3.15 -5.83 -0.58
H -3.46 -4.90 -2.05
H -2.61 -4.13 -0.69
H -2.07 -7.95 -2.31
H -0.58 -7.73 -3.25
H -2.07 -6.98 -3.80
H -0.56 -7.08 0.08
H -0.03 -5.40 0.30
H 0.93 -6.50 -0.69
H -0.34 -0.78 -4.58
H -1.66 -1.11 -5.71
H -0.10 -1.93 -5.88
H -2.39 -1.46 -2.13
H -3.42 -2.81 -2.47
H -3.35 -1.41 -3.57
H -1.85 -4.56 -5.90
H -3.22 -3.44 -5.85
H -3.09 -4.79 -4.68
F -7.05 -2.97 3.43
C -5.83 -2.70 2.93
C -4.73 -2.57 3.76
F -4.89 -2.72 5.09
C -3.48 -2.30 3.23
F -2.47 -2.19 4.10
C -3.24 -2.13 1.86
S -1.68 -1.79 1.20
C -4.39 -2.26 1.06
F -4.31 -2.11 -0.27
C -5.64 -2.54 1.57
F -6.70 -2.66 0.74
C -2.74 3.62 4.74
Te -2.89 3.07 2.67
C -3.79 1.18 3.11
H -3.71 3.88 5.14
H -2.08 4.49 4.80
H -2.31 2.81 5.32
H -4.74 1.32 3.61
H -3.11 0.58 3.70
H -3.94 0.69 2.15
```

Output
net charge: -1
Kohn-Sham gap: 0.1409 Eh
largest force on an atom: 1.0 eV/A
LUMO: 0.57 eV
ΔE to the lowest compared entry with this formula, charge and spin: 8.1 kcal/mol

=====

Density functional theory data (ωB97M-V with the def2-TZVPD basis set) for a structure of composition C34H58ClCrN7OP2 in a non-equilibrium geometry.

Structure (XYZ):
```
104
C34H58ClCrN7OP2, DFT ωB97M-V with the def2-TZVPD basis set
Cr 0.69 0.67 0.55
C -4.98 -0.38 0.04
C -4.43 -1.08 -1.21
C -5.31 -0.79 -2.42
P -2.58 -0.71 -1.23
C -1.96 -1.28 -2.92
C -2.20 -2.79 -2.98
C -2.36 -0.59 -4.22
C -2.53 1.13 -1.38
C -3.12 1.86 -2.41
C -3.01 3.24 -2.48
C -2.31 3.92 -1.50
C -1.75 3.23 -0.44
C -1.85 1.84 -0.35
N -1.26 1.18 0.76
C -1.76 1.45 2.00
C -2.93 2.22 2.22
C -3.45 2.39 3.48
C -2.87 1.78 4.59
C -1.72 1.02 4.41
C -1.14 0.88 3.15
P 0.33 -0.12 2.80
C 1.66 0.15 4.10
C 2.49 1.39 3.78
C 1.23 0.16 5.56
C -0.27 -1.82 3.30
C 0.77 -2.90 3.02
C -1.59 -2.15 2.60
H -5.98 -0.75 0.28
H -5.05 0.70 -0.13
H -4.34 -0.54 0.91
H -4.45 -2.16 -1.02
H -5.31 0.27 -2.66
H -6.34 -1.08 -2.19
H -5.00 -1.36 -3.29
H -0.89 -1.12 -2.79
H -3.25 -3.02 -3.17
H -1.92 -3.27 -2.04
H -1.62 -3.25 -3.79
H -3.43 -0.62 -4.40
H -1.87 -1.10 -5.06
H -2.03 0.45 -4.22
H -3.67 1.34 -3.18
H -3.49 3.78 -3.29
H -2.22 5.00 -1.55
H -1.21 3.76 0.33
H -3.42 2.68 1.37
H -4.34 2.99 3.61
H -3.29 1.90 5.58
H -1.29 0.52 5.26
H 2.31 -0.73 3.94
H 1.88 2.29 3.87
H 2.89 1.36 2.77
H 3.33 1.47 4.49
H 0.70 1.09 5.79
H 2.13 0.13 6.18
H 0.61 -0.69 5.84
H -0.45 -1.77 4.38
H 0.95 -2.99 1.94
H 0.41 -3.87 3.37
H 1.72 -2.70 3.50
H -1.48 -2.09 1.52
H -2.37 -1.46 2.89
H -1.91 -3.16 2.86
C 0.90 0.65 -4.88
N 1.24 1.35 -3.66
C 1.01 2.78 -3.71
C 1.14 0.74 -2.44
N 0.77 1.34 -1.37
N 1.49 -0.59 -2.43
C 1.54 -1.40 -1.23
N 1.74 -2.76 -1.70
N 0.51 -1.15 -0.36
H 1.60 0.91 -5.68
H -0.11 0.92 -5.21
H 0.93 -0.43 -4.73
H 1.35 3.14 -4.68
H 1.58 3.29 -2.94
H -0.06 3.04 -3.60
H 0.49 2.30 -1.51
H 2.30 -0.78 -3.00
H 1.20 -2.91 -2.55
H 1.42 -3.43 -1.01
H 0.24 -1.99 0.15
O 2.64 0.13 0.45
C 3.04 -0.87 -0.29
C 3.49 -2.09 0.56
C 4.95 -1.94 1.01
C 5.41 -0.51 1.35
C 5.96 0.24 0.13
C 4.90 0.60 -0.91
N 4.03 -0.52 -1.28
H 3.39 -3.02 0.00
H 2.82 -2.11 1.42
H 5.60 -2.34 0.23
H 5.08 -2.58 1.89
H 6.20 -0.57 2.10
H 4.59 0.06 1.78
H 6.74 -0.38 -0.34
H 6.44 1.17 0.46
H 5.38 0.98 -1.82
H 4.25 1.38 -0.52
H 4.55 -1.33 -1.57
Cl 1.15 2.82 1.16
```

Output
net charge: 0
multiplicity: 5
Kohn-Sham gap (alpha / beta): 0.2548 / 0.1880 Eh
expectation value of S²: 6.04
largest force on an atom: 1.7 eV/A
LUMO (alpha / beta): 0.41 / -1.52 eV
ΔE to the lowest compared entry with this formula, charge and spin: 3.8 kcal/mol

=====

Density functional theory data (ωB97M-V with the def2-TZVPD basis set) for a structure of composition C33H52BrCaCl4F15KN3O18PS2 in a non-equilibrium geometry.

Structure (XYZ):
```
131
C33H52BrCaCl4F15KN3O18PS2, DFT ωB97M-V with the def2-TZVPD basis set
C -4.93 2.21 4.60
C -4.08 0.94 4.70
C -2.68 1.18 5.23
C -1.91 -0.13 5.31
O -1.30 -0.46 4.06
C -0.09 0.06 3.93
Br 1.21 -0.61 5.31
O 0.01 1.49 3.99
C 1.31 1.74 3.59
O 1.92 2.73 3.84
O 1.75 0.69 2.85
C 0.58 -0.07 2.56
C 1.04 -1.46 2.16
C -0.08 -2.49 2.17
F 0.03 -3.40 3.18
C -0.27 0.43 1.39
C 0.18 1.73 0.74
C -1.02 2.59 0.52
F -1.76 1.92 -0.43
F -1.80 2.66 1.61
C -0.77 4.01 -0.05
F -0.94 4.00 -1.38
F 0.50 4.41 0.14
C -1.71 5.02 0.65
F -1.46 6.25 0.20
F -1.45 5.04 1.96
C -3.23 4.68 0.44
F -3.91 5.81 0.32
F -3.73 4.02 1.47
F -3.45 3.97 -0.66
H -5.32 2.27 3.58
H -4.37 3.09 4.87
H -5.80 2.10 5.24
H -4.02 0.45 3.74
H -4.55 0.24 5.38
H -2.80 1.52 6.25
H -2.15 1.93 4.67
H -2.60 -0.93 5.54
H -1.21 -0.09 6.13
H 1.83 -1.83 2.80
H 1.46 -1.43 1.17
H -0.06 -3.04 1.23
H -1.06 -2.03 2.21
H -1.28 0.58 1.75
H -0.35 -0.33 0.64
H 0.58 1.52 -0.24
H 0.98 2.25 1.26
C -1.54 -0.47 -3.04
C -2.48 -1.18 -2.09
O -2.92 -2.48 -2.58
C -2.12 -3.49 -2.38
O -1.08 -3.54 -1.83
C -2.83 -4.75 -2.92
F -3.37 -4.59 -4.10
F -3.95 -5.05 -2.03
F -2.08 -5.80 -2.96
H -1.99 -0.37 -4.03
H -1.31 0.52 -2.66
H -0.60 -1.02 -3.17
H -3.39 -0.60 -1.97
H -2.04 -1.30 -1.10
K -7.61 2.76 4.55
C -6.23 -3.33 -3.80
N -6.52 -2.23 -2.84
O -5.94 -1.19 -2.98
O -7.32 -2.49 -1.96
H -5.49 -3.00 -4.52
H -5.86 -4.14 -3.18
H -7.16 -3.61 -4.29
C -5.20 6.15 3.46
C -6.63 5.53 3.30
C -7.64 6.51 3.96
O -6.67 4.36 3.94
H -4.94 6.30 4.51
H -4.45 5.53 2.99
H -5.16 7.13 2.97
H -6.85 5.53 2.21
H -7.43 6.66 5.02
H -8.66 6.14 3.86
H -7.59 7.49 3.46
Ca -5.45 -5.55 -0.72
C -5.50 10.54 4.46
Cl -7.02 11.35 4.09
Cl -4.83 9.84 2.99
Cl -4.36 11.71 5.12
Cl -5.79 9.27 5.65
C 2.20 -4.62 -1.25
O 3.60 -4.46 -1.34
P 4.33 -3.04 -1.71
O 3.15 -2.13 -1.60
O 4.77 -3.47 -3.20
C 3.77 -3.79 -4.15
O 5.44 -1.83 -1.60
C 6.86 -2.14 -1.52
H 1.93 -4.92 -0.24
H 1.65 -3.72 -1.52
H 1.94 -5.43 -1.94
H 2.86 -3.21 -4.00
H 3.54 -4.86 -4.11
H 4.17 -3.57 -5.13
H 7.20 -2.62 -2.44
H 7.08 -2.77 -0.67
H 7.39 -1.20 -1.40
C 8.09 -2.97 -6.78
C 7.94 -2.72 -8.27
C 6.81 -3.68 -8.64
O 5.98 -3.79 -7.48
C 6.64 -3.20 -6.36
H 8.56 -2.15 -6.24
H 8.68 -3.87 -6.60
H 7.62 -1.69 -8.44
H 8.85 -2.89 -8.84
H 7.20 -4.67 -8.88
H 6.21 -3.33 -9.48
H 6.14 -2.25 -6.13
H 6.55 -3.86 -5.49
C 7.16 0.83 -5.38
C 7.37 0.79 -6.82
N 7.53 0.77 -7.95
H 6.77 -0.13 -5.04
H 8.11 1.02 -4.88
H 6.46 1.61 -5.13
N 4.96 -4.48 4.57
S 4.86 -2.98 4.11
O 5.37 -2.01 5.02
O 3.69 -2.61 3.37
F 5.97 -2.99 2.97
S 4.00 -4.86 5.77
O 4.36 -6.11 6.35
O 2.62 -4.57 5.57
F 4.43 -3.82 6.90
```

Output
net charge: +1
Kohn-Sham gap: 0.0446 Eh
largest force on an atom: 7.0 eV/A
LUMO: -8.17 eV

=====

Density functional theory data (ωB97M-V with the def2-TZVPD basis set) for a structure of composition C17H23F5NO2P2Ti in a non-equilibrium geometry.

Structure (XYZ):
```
51
C17H23F5NO2P2Ti, DFT ωB97M-V with the def2-TZVPD basis set
Ti -0.05 0.37 -0.24
P 2.30 0.06 0.27
C 2.38 -1.75 -0.05
C 1.06 -2.43 -0.34
N -0.07 -1.72 -0.52
C -1.27 -2.31 -0.72
C -1.33 -3.69 -0.83
C -0.16 -4.45 -0.72
C 1.04 -3.82 -0.43
C -2.55 -1.49 -0.80
P -2.29 0.26 -1.23
H 1.98 -4.35 -0.30
H -2.30 -4.16 -1.06
H -0.18 -5.53 -0.83
H -3.20 -1.88 -1.60
H -3.15 -1.53 0.14
H 3.03 -1.85 -0.91
H 2.88 -2.20 0.82
H 1.80 -1.80 -5.55
O 2.65 -1.49 -5.89
H 2.88 -0.77 -5.27
H -0.50 2.67 0.59
O 0.26 1.95 -1.12
H 0.64 2.33 -1.92
C -2.63 0.43 -2.99
H -3.61 0.00 -3.23
H -2.63 1.50 -3.23
H -1.86 -0.08 -3.58
C -3.56 1.24 -0.39
H -3.41 2.29 -0.68
H -4.56 0.91 -0.69
H -3.46 1.16 0.70
C 2.72 0.49 1.97
H 3.80 0.36 2.14
H 2.48 1.55 2.12
H 2.14 -0.10 2.69
C 3.67 0.74 -0.69
H 3.76 1.81 -0.45
H 4.61 0.24 -0.42
H 3.48 0.63 -1.76
F 0.12 4.80 1.91
C -0.25 3.62 2.51
C -0.53 2.53 1.68
C -0.89 1.36 2.33
F -0.89 0.09 1.67
C -1.04 1.24 3.70
F -1.33 0.04 4.25
C -0.79 2.36 4.50
F -0.84 2.27 5.84
C -0.37 3.55 3.89
F 0.00 4.57 4.70
```

Output
net charge: +3
Kohn-Sham gap (alpha / beta): 0.1826 / 0.1826 Eh
largest force on an atom: 3.5 eV/A
LUMO (alpha / beta): -12.88 / -12.88 eV
ΔE to the lowest compared entry with this formula, charge and spin: 0.0 kcal/mol